Computed, not measured: C26H27N3OS2Zr as an isolated structure in a non-equilibrium geometry, with ωB97M-V with the def2-TZVPD basis set.

Structure (XYZ):
```
60
Properties=species:S:1:pos:R:3:forces:R:3
Zr -0.856 -1.535 -0.473 1.9 -0.6 0.8
C -0.314 0.555 -2.792 0.2 0.2 0.2
C -0.380 1.287 -1.483 -0.1 0.0 -0.1
C -0.213 2.669 -1.409 0.0 0.1 0.0
C -0.210 3.285 -0.182 0.0 -0.1 0.0
C -0.374 2.536 1.001 0.0 -0.2 -0.2
C -0.375 3.134 2.278 0.0 0.0 0.2
C -0.543 2.360 3.392 0.0 0.1 0.0
C -0.721 0.974 3.268 0.0 -0.2 -0.1
C -0.732 0.352 2.038 0.0 0.2 0.0
S -0.976 -1.406 1.978 0.1 -0.1 -0.6
C -0.555 1.137 0.872 -0.1 0.4 0.4
N -0.578 0.555 -0.379 0.2 0.8 0.1
H -0.589 1.210 -3.616 -0.1 -0.1 0.0
H -0.979 -0.320 -2.819 0.0 0.0 -0.1
H 0.708 0.211 -2.966 0.0 -0.1 0.0
H -0.083 3.241 -2.317 0.0 0.0 0.0
H -0.076 4.357 -0.108 0.0 0.0 0.0
H -0.248 4.206 2.359 0.0 0.0 0.0
H -0.539 2.804 4.377 0.0 0.0 0.0
H -0.859 0.367 4.154 0.0 0.0 0.0
C 7.331 3.868 1.607 0.0 0.2 0.0
C 6.320 2.900 1.080 -0.2 -0.4 0.0
O 5.583 3.050 0.150 0.1 0.2 0.0
S 6.289 1.377 2.078 0.0 0.0 0.0
C 5.005 0.485 1.256 0.1 0.1 0.1
C 3.919 0.027 2.000 0.0 0.0 0.0
C 2.916 -0.689 1.381 -0.1 0.0 -0.1
C 2.991 -0.957 0.005 -0.1 0.2 0.4
C 4.089 -0.504 -0.732 0.0 -0.1 -0.2
C 5.091 0.209 -0.106 0.0 0.0 0.0
C 1.913 -1.661 -0.594 0.0 -0.1 -0.2
C 0.999 -2.306 -1.124 -0.8 0.2 0.0
H 7.756 4.445 0.788 0.0 0.0 0.0
H 8.119 3.363 2.162 0.0 0.0 0.0
H 6.820 4.559 2.281 0.0 0.0 0.0
H 3.869 0.237 3.060 0.0 0.0 0.0
H 2.070 -1.055 1.950 0.0 0.0 0.0
H 4.157 -0.722 -1.790 0.0 0.0 0.0
H 5.944 0.547 -0.676 0.0 0.0 0.0
C -3.158 -3.320 -0.096 -0.2 -0.3 0.1
C -4.673 -3.660 -0.257 0.0 0.1 -0.1
N -5.275 -2.748 -1.212 -0.2 0.0 0.0
C -5.190 -1.377 -0.747 0.1 -0.1 -0.1
C -3.689 -0.982 -0.572 -0.4 0.1 0.0
N -2.839 -2.149 -0.979 -0.9 -0.4 -0.4
C -3.134 -2.526 -2.395 -0.2 -0.1 -0.3
C -4.648 -2.878 -2.514 0.0 0.0 0.1
H -2.525 -4.160 -0.396 0.0 0.0 0.0
H -2.934 -3.058 0.938 0.1 0.1 0.0
H -5.189 -3.563 0.697 0.0 0.0 0.0
H -4.807 -4.681 -0.609 0.1 0.0 0.0
H -5.725 -1.284 0.197 0.0 0.0 0.0
H -5.676 -0.729 -1.474 0.0 0.0 0.0
H -3.470 -0.743 0.470 0.1 0.0 0.0
H -3.435 -0.123 -1.200 0.1 0.0 0.0
H -2.506 -3.378 -2.662 0.1 0.0 0.0
H -2.882 -1.688 -3.049 0.1 0.0 0.1
H -4.782 -3.896 -2.877 0.0 0.0 0.0
H -5.147 -2.208 -3.212 0.0 0.0 0.0
```
Forces are in eV/Å.

Results
ΔE to the lowest compared entry with this formula, charge and spin	4.92	kJ/mol
maximum force	2.1	eV/Å
charge	+2
LUMO level	-7.3	eV
Kohn-Sham gap	0.2240	hartree
E_HOMO	-13.4	eV

Computed Mulliken charges, given in elementary charges:
1 Zr 0.2948
2 C -1.1300
3 C 0.9494
4 C -0.9435
5 C -0.7550
6 C 0.7606
7 C -0.8669
8 C -0.8784
9 C -0.6075
10 C 0.9656
11 S -0.4261
12 C -0.1437
13 N 0.6427
14 H 0.5056
15 H -0.0456
16 H 0.3106
17 H 0.5919
18 H 0.4918
19 H 0.4688
20 H 0.4444
21 H 0.5126
22 C -1.0995
23 C 0.7785
24 O -0.5109
25 S -0.2220
26 C 0.2720
27 C -0.8171
28 C -0.4425
29 C 0.8217
30 C -0.6244
31 C -0.4007
32 C 0.4495
33 C -1.2974
34 H 0.3209
35 H 0.3820
36 H 0.3004
37 H 0.4610
38 H 0.5668
39 H 0.5241
40 H 0.4845
41 C -0.4804
42 C -0.8497
43 N -0.0494
44 C -0.9333
45 C -0.1529
46 N 0.2684
47 C -0.4639
48 C -0.8922
49 H 0.5608
50 H 0.3637
51 H 0.3632
52 H 0.2864
53 H 0.3349
54 H 0.3104
55 H 0.3788
56 H 0.4330
57 H 0.5101
58 H 0.2697
59 H 0.3009
60 H 0.3526

***

Computed, not measured: a 5-piece molecular cluster, C26H27N5O2 overall in a non-equilibrium geometry, with ωB97M-V with the def2-TZVPD basis set.

Structure (XYZ):
```
60
Properties=species:S:1:pos:R:3:forces:R:3
C 4.483 -1.776 1.412 1.0 -0.4 0.0
C 4.607 -0.443 0.424 -0.7 0.0 -0.4
C 3.325 0.574 0.520 -2.9 1.7 0.1
C 3.332 2.016 1.368 -3.3 -1.2 -2.0
C 1.998 3.013 1.412 -0.1 -3.4 -2.0
C 0.625 2.562 0.635 2.8 -1.9 0.1
C 0.637 1.105 -0.185 1.5 0.7 1.2
C 1.936 0.105 -0.272 -0.5 4.2 2.1
C -0.824 0.714 -0.898 0.0 -1.6 -3.7
O -0.915 0.174 -2.132 0.4 3.0 8.0
C -2.159 1.089 0.038 -2.8 1.0 2.1
C -3.460 0.107 0.213 0.2 3.4 1.8
C -4.730 0.579 1.174 2.1 2.2 -0.2
C -6.074 -0.376 1.447 1.3 -0.4 1.0
C -5.996 -1.833 0.688 -1.1 0.7 -3.2
N -6.446 -1.976 -0.616 1.7 1.3 5.8
C -4.743 2.042 1.946 3.6 -1.5 -2.6
C -3.439 3.028 1.774 -0.5 -3.5 -1.7
C -2.171 2.551 0.850 -1.6 -1.7 0.0
C -0.783 3.464 0.656 -0.1 4.1 0.1
O -0.799 4.805 0.567 0.2 -8.4 0.7
H 5.198 -1.668 2.361 -1.9 0.0 -1.9
H 3.372 -2.034 1.703 2.3 0.7 -0.5
H 4.915 -2.716 0.817 -1.0 2.2 1.4
H 4.603 -0.885 -0.684 0.0 1.3 2.4
H 5.617 0.144 0.608 -2.5 -1.4 -0.4
H 4.302 2.341 1.962 -2.3 -0.8 -1.4
H 2.071 4.026 2.021 -0.3 -2.4 -1.5
H 1.836 -0.898 -0.887 0.4 2.3 1.5
H -3.490 -0.946 -0.307 0.1 2.4 1.1
H -6.057 -0.594 2.619 -0.1 0.5 -2.5
H -7.053 0.234 1.242 1.9 -1.3 0.0
H -5.506 -2.720 1.314 -1.2 1.9 -1.7
H -6.805 -1.017 -0.858 0.3 -1.0 0.1
H -5.686 2.338 2.616 2.4 -0.7 -1.7
H -3.473 4.060 2.341 0.4 -2.3 -1.4
C -0.309 2.663 -3.698 -0.1 0.3 -1.4
C -0.434 3.076 -5.156 -0.7 2.3 -7.9
N -0.538 3.418 -6.365 0.8 -2.7 9.6
H -1.092 3.144 -3.106 0.1 0.0 -0.2
H -0.410 1.578 -3.608 0.0 0.3 -0.2
H 0.668 2.963 -3.309 -0.1 0.0 -0.1
C -8.482 -5.609 1.608 0.8 0.6 0.7
C -7.538 -4.827 2.507 5.2 4.3 4.9
N -6.756 -4.178 3.254 -6.3 -5.2 -6.0
H -9.097 -6.283 2.209 0.2 0.2 0.0
H -9.135 -4.920 1.064 0.2 0.0 0.1
H -7.907 -6.198 0.888 0.0 0.2 0.2
C 8.558 2.814 0.593 -0.5 -1.1 0.2
C 8.006 1.433 0.907 -2.9 -7.5 1.7
N 7.549 0.287 1.167 4.0 9.2 -2.0
H 8.019 3.571 1.169 0.0 -0.2 -0.1
H 9.620 2.859 0.850 -0.2 -0.1 0.0
H 8.441 3.029 -0.473 0.0 -0.1 0.2
C 5.019 -3.402 -3.526 -0.6 0.2 1.1
C 4.293 -3.209 -2.204 -4.0 1.0 7.1
N 3.691 -3.050 -1.108 4.6 -1.5 -9.1
H 6.099 -3.332 -3.371 -0.2 0.0 0.1
H 4.781 -4.385 -3.942 0.0 0.2 0.2
H 4.710 -2.630 -4.236 0.0 -0.1 0.2
```
Forces are in eV/Å.

Results
ΔE to the lowest compared entry with this formula, charge and spin	2664.54	kJ/mol
maximum force	10.3	eV/Å
LUMO level	-1.5	eV
SMILES	[H]/N=C\Cc1ccc2c(c1)C(=O)c1cc(CC)ccc1C2=O.CC#N.CC#N.CC#N.CC#N
Kohn-Sham gap	0.2577	hartree
E_HOMO	-8.5	eV

Computed Mulliken charges, given in elementary charges:
1 C -0.8429
2 C 0.5237
3 C 0.2859
4 C -0.4365
5 C -0.6330
6 C 0.2509
7 C 0.4114
8 C -0.4780
9 C 0.0360
10 O -0.5916
11 C 0.2652
12 C -0.4717
13 C 0.5644
14 C -0.6825
15 C -0.1703
16 N -0.5674
17 C -0.5209
18 C -0.5110
19 C 0.2278
20 C 0.2506
21 O -0.5425
22 H 0.3020
23 H 0.2844
24 H 0.2342
25 H -0.0466
26 H -0.1569
27 H 0.2820
28 H 0.2943
29 H 0.2682
30 H 0.2587
31 H 0.3191
32 H 0.3778
33 H 0.3271
34 H 0.2801
35 H 0.2594
36 H 0.3091
37 C -0.4329
38 C 0.0930
39 N -0.4375
40 H 0.2465
41 H 0.2452
42 H 0.3095
43 C -0.7345
44 C 0.4321
45 N -0.4856
46 H 0.3043
47 H 0.2594
48 H 0.2589
49 C -0.7886
50 C 0.4659
51 N -0.5824
52 H 0.2628
53 H 0.3000
54 H 0.2691
55 C -0.8300
56 C 0.5657
57 N -0.5395
58 H 0.2698
59 H 0.3178
60 H 0.2703

***

Computed, not measured: one molecule with the formula C26H27NO5, with ωB97M-V with the def2-TZVPD basis set.

Structure (XYZ):
```
59
Properties=species:S:1:pos:R:3:forces:R:3
C 0.978 -7.525 -0.029 0.1 -0.1 0.0
H 0.359 -8.375 0.255 0.1 0.0 0.0
O 0.102 -6.429 -0.114 -0.2 0.2 0.0
C 0.615 -5.215 -0.470 -0.1 0.2 0.0
C -0.298 -4.168 -0.561 0.1 -0.3 0.1
C 0.107 -2.893 -0.903 0.1 0.2 -0.1
C 1.449 -2.639 -1.165 0.1 -0.2 0.1
C 2.363 -3.684 -1.082 -0.1 0.4 -0.1
C 1.956 -4.959 -0.739 -0.1 -0.2 0.1
H 2.695 -5.742 -0.686 0.0 -0.1 0.0
H 3.400 -3.477 -1.293 0.1 0.0 0.0
O 1.967 -1.413 -1.499 0.2 0.0 -0.1
C 1.101 -0.326 -1.566 -0.2 0.0 0.1
H 0.265 -0.500 -2.255 0.0 0.0 0.1
C 1.803 1.023 -1.823 0.2 -0.4 -0.4
O 2.469 1.478 -2.710 0.1 0.1 -0.1
N 1.341 1.530 -0.649 -0.2 -0.1 0.2
C 1.461 2.764 -0.019 0.0 0.4 0.2
C 0.870 2.978 1.220 0.0 -0.2 -0.1
C 1.002 4.212 1.828 0.1 0.1 -0.1
C 1.713 5.244 1.233 -0.1 -0.1 0.0
C 2.307 5.025 -0.016 -0.1 -0.1 0.1
C 2.175 3.791 -0.629 0.0 0.0 -0.1
H 2.629 3.611 -1.590 0.1 0.0 -0.1
C 3.083 6.113 -0.692 0.0 0.0 0.0
H 3.920 6.431 -0.070 0.1 0.1 0.0
H 2.452 6.984 -0.866 0.0 0.1 0.0
H 3.471 5.770 -1.647 0.0 0.0 -0.1
C 1.841 6.570 1.918 0.0 0.0 -0.1
H 1.420 7.364 1.301 0.0 0.1 0.0
H 1.321 6.562 2.872 0.0 0.0 0.1
H 2.889 6.811 2.096 0.1 0.1 0.0
H 0.540 4.375 2.791 0.0 0.0 0.1
H 0.307 2.191 1.698 -0.1 -0.1 0.1
C 0.664 0.314 -0.209 0.0 -0.3 0.1
C -0.809 0.422 0.030 -0.2 0.1 0.0
C -1.594 1.307 -0.691 0.1 -0.1 0.1
C -2.955 1.344 -0.469 -0.1 -0.2 0.1
C -3.580 0.500 0.447 0.1 0.1 -0.1
C -2.787 -0.415 1.168 -0.1 -0.1 0.1
C -1.416 -0.422 0.954 0.0 0.1 0.0
H -0.792 -1.107 1.506 0.0 -0.1 0.1
O -3.402 -1.265 2.052 -0.1 0.4 -0.3
C -2.625 -2.228 2.720 0.1 -0.2 0.1
H -3.332 -2.809 3.311 0.1 0.0 0.0
H -1.893 -1.764 3.390 0.0 0.0 0.0
H -2.108 -2.891 2.018 0.0 0.0 0.0
O -4.926 0.674 0.525 0.3 0.1 -0.2
C -5.721 -0.070 1.421 -0.4 -0.2 0.3
H -6.734 0.307 1.277 0.1 0.0 0.0
H -5.696 -1.138 1.194 0.0 0.1 0.0
H -5.418 0.087 2.458 0.0 0.0 -0.1
H -3.584 2.032 -1.010 -0.1 0.1 -0.1
H -1.145 1.970 -1.414 0.1 0.1 -0.1
H 1.173 -0.156 0.640 0.0 0.0 -0.1
H -0.631 -2.109 -0.962 -0.1 0.1 0.0
H -1.338 -4.375 -0.360 -0.1 0.0 0.0
H 1.458 -7.733 -0.990 0.0 0.0 0.0
H 1.747 -7.368 0.735 0.0 0.0 0.0
```
Forces are in eV/Å.

Results
ΔE to the lowest compared entry with this formula, charge and spin	39.64	kJ/mol
maximum force	0.6	eV/Å
LUMO level	0.6	eV
SMILES	COc1ccc(O[C@@H]2C(=O)N(c3ccc(C)c(C)c3)[C@H]2c2ccc(OC)c(OC)c2)cc1
Kohn-Sham gap	0.3175	hartree
E_HOMO	-8.0	eV

Computed Mulliken charges, given in elementary charges:
1 C -0.8721
2 H 0.2416
3 O -0.4366
4 C 0.7375
5 C -0.9835
6 C 0.0954
7 C 0.0579
8 C -1.0187
9 C -0.1884
10 H 0.3954
11 H 0.4273
12 O -0.4267
13 C -0.3146
14 H 0.6207
15 C 0.2825
16 O -0.6935
17 N 0.1339
18 C 1.1463
19 C -0.5833
20 C -1.5075
21 C 1.1867
22 C 0.8662
23 C -0.9546
24 H 0.5422
25 C -1.7656
26 H 0.3417
27 H 0.3397
28 H 0.3679
29 C -1.5066
30 H 0.3261
31 H 0.3684
32 H 0.3332
33 H 0.2997
34 H 0.4370
35 C -0.4239
36 C -0.6341
37 C -0.7476
38 C -0.9786
39 C 0.4947
40 C 1.3059
41 C 0.0408
42 H 0.4945
43 O -0.4976
44 C -0.7759
45 H 0.2647
46 H 0.3271
47 H 0.2309
48 O -0.4860
49 C -0.7206
50 H 0.2991
51 H 0.2562
52 H 0.2576
53 H 0.4334
54 H 0.4484
55 H 0.3720
56 H 0.5759
57 H 0.4778
58 H 0.3488
59 H 0.3408

***

Computed, not measured: one molecule with the formula C26H27NO6, with ωB97M-V with the def2-TZVPD basis set.

Structure (XYZ):
```
60
Properties=species:S:1:pos:R:3:forces:R:3
C -9.077 -0.367 -1.137 -0.1 -0.2 -0.1
H -9.162 -1.292 -0.557 0.0 0.0 0.0
O -8.419 0.641 -0.409 0.2 0.2 0.2
C -7.133 0.434 -0.024 0.2 0.0 0.1
C -6.396 -0.718 -0.277 -0.4 0.0 -0.2
C -5.084 -0.812 0.150 0.2 0.2 0.2
C -4.468 0.227 0.844 -0.3 -0.1 -0.2
C -5.235 1.363 1.130 0.0 -0.2 -0.1
C -6.534 1.473 0.695 -0.2 -0.1 -0.1
H -7.120 2.354 0.903 -0.1 0.1 0.0
H -4.787 2.172 1.687 0.0 0.1 0.1
C -3.094 0.183 1.317 0.8 -0.1 -0.1
C -2.003 -0.326 0.710 -0.4 0.4 0.4
N -1.983 -0.933 -0.539 -0.7 -0.3 -0.1
C -0.981 -0.949 -1.480 0.0 0.0 -0.2
O -1.086 -1.677 -2.446 0.1 -0.1 0.0
C 0.163 -0.031 -1.279 0.3 0.2 -0.3
C 1.430 -0.453 -1.667 -0.3 0.0 0.0
C 2.536 0.358 -1.504 0.3 0.1 0.0
C 2.387 1.636 -0.966 -0.4 0.0 0.0
C 1.106 2.080 -0.625 0.3 0.1 0.0
C 0.009 1.262 -0.777 0.1 -0.1 -0.2
H -0.971 1.640 -0.528 -0.1 0.0 0.1
H 1.000 3.081 -0.239 0.0 0.1 0.0
O 3.382 2.534 -0.768 -0.3 0.1 0.1
C 4.729 2.157 -0.970 0.4 -0.4 0.1
C 5.277 1.287 0.170 0.0 0.3 -0.1
C 5.293 2.084 1.472 -0.2 -0.2 -0.2
H 5.586 1.448 2.303 0.0 0.0 0.1
H 4.305 2.488 1.676 -0.1 0.1 0.1
H 5.997 2.911 1.403 0.1 0.1 0.0
C 6.672 0.782 -0.182 -0.3 0.0 0.0
H 6.654 0.188 -1.094 0.1 -0.1 -0.1
H 7.062 0.164 0.623 0.1 -0.1 0.1
H 7.352 1.618 -0.332 0.1 0.1 0.0
H 4.608 0.431 0.303 0.0 0.1 -0.1
H 4.850 1.654 -1.937 0.0 0.1 0.0
H 5.275 3.104 -1.006 0.0 -0.1 0.0
H 3.502 -0.015 -1.803 0.1 0.0 0.0
H 1.540 -1.440 -2.090 0.0 -0.1 0.0
H -2.829 -1.396 -0.844 0.3 0.0 -0.1
C -0.730 -0.290 1.485 0.1 0.1 0.6
O -0.470 0.520 2.339 0.0 -0.1 -0.1
O 0.059 -1.326 1.172 -0.1 -0.3 -0.1
C 1.318 -1.395 1.835 0.5 0.3 0.4
C 2.274 -2.136 0.965 -0.7 -0.6 -0.2
C 2.121 -3.256 0.202 0.0 0.5 0.5
C 3.372 -3.480 -0.423 0.4 0.3 0.1
C 4.189 -2.485 0.011 0.1 -0.6 -0.5
O 3.532 -1.663 0.850 0.0 0.3 0.3
H 5.219 -2.261 -0.186 0.1 0.1 0.0
H 3.620 -4.273 -1.097 0.1 -0.1 -0.2
H 1.227 -3.833 0.091 -0.3 -0.1 0.0
H 1.689 -0.382 2.029 0.0 -0.2 0.0
H 1.175 -1.904 2.798 0.0 0.2 -0.2
H -2.911 0.665 2.269 0.1 -0.1 0.1
H -4.559 -1.741 -0.019 0.0 -0.1 0.0
H -6.833 -1.553 -0.802 -0.1 0.0 0.0
H -10.074 0.021 -1.341 0.1 -0.1 0.0
H -8.570 -0.576 -2.084 0.0 0.0 0.0
```
Forces are in eV/Å.

Results
ΔE to the lowest compared entry with this formula, charge and spin	299.23	kJ/mol
maximum force	1.0	eV/Å
LUMO level	0.3	eV
SMILES	COc1ccc(/C=C(\NC(=O)c2ccc(OCC(C)C)cc2)C(=O)OCc2ccco2)cc1
Kohn-Sham gap	0.3091	hartree
E_HOMO	-8.1	eV

Computed Mulliken charges, given in elementary charges:
1 C -0.8285
2 H 0.3346
3 O -0.4565
4 C 0.8964
5 C -0.4155
6 C -0.8723
7 C 0.2895
8 C -0.6757
9 C -0.5889
10 H 0.4259
11 H 0.4306
12 C -0.4864
13 C 0.3414
14 N 0.1671
15 C -0.0866
16 O -0.6820
17 C -0.0832
18 C -0.7856
19 C 0.0204
20 C 0.7126
21 C -0.8332
22 C -0.0721
23 H 0.5573
24 H 0.4777
25 O -0.4747
26 C -1.0935
27 C 2.3747
28 C -1.7057
29 H 0.4142
30 H 0.3355
31 H 0.4081
32 C -1.7630
33 H 0.4119
34 H 0.4002
35 H 0.4050
36 H -0.7486
37 H 0.3890
38 H 0.3992
39 H 0.3436
40 H 0.5398
41 H 0.1374
42 C 0.2099
43 O -0.6601
44 O -0.2399
45 C -0.8257
46 C 0.2930
47 C -0.2384
48 C -0.8896
49 C -0.2964
50 O -0.2890
51 H 0.5516
52 H 0.4623
53 H 0.5919
54 H 0.4112
55 H 0.3450
56 H 0.5861
57 H 0.4619
58 H 0.3884
59 H 0.2384
60 H 0.3393

***

Question: Among the records above, which one has the highest maximum force?
Answer: C26H27N5O2